{"formula": "C3H8N2O2S", "method": "ωB97M-V/def2-TZVPD", "de_lowest_ev": 4.066, "gap_ev": 8.3, "max_force_ha_per_bohr": 0.06132, "charge": 0, "e_tot_ha": -777.12983, "elements": ["S", "O", "O", "N", "N", "C", "C", "C", "H", "H", "H", "H", "H", "H", "H", "H"], "xyz": [[-0.95, 0.53, -0.90], [-0.84, 1.37, -2.07], [-2.24, -0.01, -0.66], [0.48, -1.41, 0.25], [-0.44, 1.04, 0.55], [0.14, -1.13, -1.06], [0.88, 1.65, 0.58], [-0.48, -1.25, 1.17], [1.50, 0.74, 0.34], [-0.19, -1.12, 2.22], [1.22, 2.12, 1.55], [0.97, -1.27, -1.72], [-1.53, -0.92, 0.82], [0.93, 2.38, -0.27], [-0.82, -1.61, -1.31], [1.38, -1.12, 0.52]], "nbo_charge": [2.2144, -0.9258, -0.9787, -0.5038, -0.8760, -0.4911, -0.4341, 0.0223, 0.1268, 0.2185, 0.2158, 0.2355, 0.3020, 0.2210, 0.2473, 0.4059]}

=====

{"formula": "C14H18Cl2CoN2O4P", "method": "ωB97M-V/def2-TZVPD", "gap_ev": [7.8, 7.3], "spin_multiplicity": 5, "max_force_ha_per_bohr": 0.01177, "charge": 2, "e_tot_ha": -3598.87876, "elements": ["Co", "Cl", "Cl", "P", "O", "O", "O", "O", "N", "N", "C", "C", "C", "C", "C", "C", "C", "C", "C", "C", "C", "C", "C", "C", "H", "H", "H", "H", "H", "H", "H", "H", "H", "H", "H", "H", "H", "H", "H", "H", "H", "H"], "xyz": [[-0.15, -0.43, -0.01], [0.90, -0.16, 4.85], [5.82, -1.27, 3.18], [-0.95, 2.03, -2.09], [0.29, -0.25, 1.96], [-0.17, 0.91, -1.40], [-2.56, -0.25, 0.34], [-1.33, -2.09, 0.15], [1.91, -0.91, -0.08], [-4.76, -1.41, 0.98], [4.20, -1.01, 2.81], [-3.58, -2.33, 0.83], [3.76, -1.08, 1.43], [4.61, -1.36, 0.34], [-1.93, 2.96, -0.92], [1.47, -0.51, 2.24], [4.08, -1.40, -0.92], [0.18, 3.15, -2.87], [-2.39, -1.49, 0.42], [3.31, -0.74, 3.84], [2.71, -1.17, -1.10], [-2.04, 1.38, -3.33], [2.42, -0.85, 1.16], [1.98, -0.50, 3.59], [-0.37, 3.98, -3.33], [-5.46, -1.54, 0.26], [-2.59, 2.18, -3.83], [5.66, -1.53, 0.51], [2.26, -1.22, -2.08], [-3.37, -2.80, 1.79], [-2.43, 2.25, -0.26], [-3.79, -3.11, 0.11], [-4.34, -0.47, 0.88], [-1.27, 3.60, -0.33], [4.70, -1.61, -1.78], [-5.22, -1.49, 1.88], [3.67, -0.71, 4.86], [-2.74, 0.69, -2.85], [0.87, 3.54, -2.12], [-2.66, 3.58, -1.43], [-1.45, 0.83, -4.07], [0.74, 2.62, -3.64]], "nbo_charge": [1.5684, 0.1474, 0.1602, 1.9653, -0.6583, -1.2073, -0.7520, -0.7299, -0.5335, -0.6812, 0.0618, -0.3434, -0.1227, -0.0770, -1.0242, 0.4984, -0.2229, -1.0162, 0.7565, -0.2390, 0.1071, -1.0168, 0.1076, -0.0761, 0.2719, 0.4456, 0.2712, 0.2580, 0.2271, 0.2632, 0.2688, 0.2652, 0.4725, 0.2684, 0.2590, 0.4481, 0.2745, 0.2566, 0.2690, 0.2696, 0.2698, 0.2693]}

=====

{"formula": "C43H37ClIrN6O4S3", "method": "ωB97M-V/def2-TZVPD", "de_lowest_ev": 3.177, "gap_ev": [6.7, 6.1], "spin_multiplicity": 2, "max_force_ha_per_bohr": 0.08418, "charge": 2, "e_tot_ha": -4048.57311, "elements": ["Ir", "Cl", "S", "S", "S", "O", "O", "O", "O", "N", "N", "N", "N", "N", "N", "C", "C", "C", "C", "C", "C", "C", "C", "C", "C", "C", "C", "C", "C", "C", "C", "C", "C", "C", "C", "C", "C", "C", "C", "C", "C", "C", "C", "C", "C", "C", "C", "C", "C", "C", "C", "C", "C", "C", "C", "C", "C", "C", "H", "H", "H", "H", "H", "H", "H", "H", "H", "H", "H", "H", "H", "H", "H", "H", "H", "H", "H", "H", "H", "H", "H", "H", "H", "H", "H", "H", "H", "H", "H", "H", "H", "H", "H", "H", "H"], "xyz": [[-1.45, 1.18, 0.07], [-2.79, 2.58, -2.60], [1.45, -1.24, -1.06], [-0.64, -2.03, 0.65], [1.75, 1.41, 0.50], [-7.26, 1.41, 0.35], [-2.97, 0.20, -0.83], [-7.23, 2.85, 2.05], [-5.20, 0.07, -1.06], [0.57, -2.31, -0.32], [-0.97, -0.59, 0.93], [0.25, 1.77, 0.35], [2.18, -0.13, -0.32], [-4.49, 2.92, 2.17], [-2.98, 1.88, 1.03], [-1.73, 2.82, -1.19], [0.53, -0.64, -2.44], [2.72, 2.30, -0.71], [-6.66, 2.16, 1.25], [-1.67, -4.18, -0.70], [-4.21, 1.51, 0.55], [-0.19, -2.77, 2.18], [2.89, 2.46, 4.25], [-4.30, -3.37, -0.18], [-4.05, -4.52, -0.90], [0.87, -2.16, 2.86], [2.31, -3.20, -2.73], [4.61, -3.90, -2.83], [4.96, -2.96, -1.88], [4.28, 3.58, -2.55], [-2.11, 3.42, 2.83], [4.00, -2.13, -1.33], [2.21, 2.41, 1.96], [-0.87, -3.86, 2.70], [-2.74, -4.93, -1.16], [-0.48, -4.35, 3.94], [-4.20, 0.53, -0.55], [-1.44, -0.49, -3.78], [0.60, 0.58, -4.50], [3.29, -4.02, -3.26], [2.12, 2.82, -1.83], [-3.24, -2.61, 0.31], [-3.16, 2.75, 2.03], [-0.74, 0.26, -4.70], [2.35, 3.79, 1.83], [2.92, 3.48, -2.76], [0.57, -3.76, 4.63], [2.76, 4.49, 2.96], [-1.94, -3.02, 0.02], [4.87, 3.03, -1.42], [1.25, 0.13, -3.36], [-0.80, -0.96, -2.64], [4.09, 2.38, -0.48], [3.04, 3.83, 4.15], [2.47, 1.73, 3.14], [-5.17, 2.15, 1.26], [1.24, -2.67, 4.09], [2.69, -2.27, -1.77], [3.02, -4.76, -4.00], [-2.48, -0.72, -3.94], [-2.26, 3.24, 3.89], [0.86, -4.15, 5.59], [2.87, 5.57, 2.89], [1.38, -1.32, 2.42], [4.54, 1.97, 0.42], [1.05, 2.72, -1.99], [-0.99, -5.20, 4.36], [3.10, 1.95, 5.18], [-1.34, -1.58, -1.94], [5.99, -2.87, -1.56], [4.25, -1.38, -0.59], [-2.18, 3.60, -0.58], [3.38, 4.39, 5.00], [-4.97, 3.51, 2.84], [2.15, 4.30, 0.91], [-6.62, 0.91, -0.22], [-0.78, 3.18, -1.57], [-4.87, -5.11, -1.27], [1.28, -3.29, -3.05], [2.30, 0.35, -3.19], [-2.13, 4.50, 2.66], [2.35, 0.65, 3.19], [-1.23, 0.60, -5.60], [-0.65, -4.48, -0.90], [-3.41, -1.73, 0.90], [4.90, 4.09, -3.28], [-5.31, -3.05, 0.01], [2.06, -2.22, 4.63], [5.36, -4.55, -3.25], [-1.13, 3.04, 2.53], [-2.56, -5.84, -1.72], [-1.68, -4.32, 2.16], [2.47, 3.91, -3.64], [1.14, 1.17, -5.23], [5.94, 3.12, -1.26]], "mulliken_charge": [1.8472, -0.1455, 1.4081, 1.6005, 1.3216, -0.5123, -0.4716, -0.5562, -0.8400, -0.6870, -0.4332, 0.3131, -0.1232, 0.0123, -0.4080, -0.8257, 1.0624, 0.4863, 0.4566, -0.3089, -0.0729, 0.3055, -0.7483, -0.9244, -0.5794, -0.0490, -0.4258, -0.5572, -0.8762, -0.6485, -1.1001, -0.2373, 0.3917, -0.3292, -0.8648, -1.0763, 0.9058, -0.5798, -0.8829, -0.8219, -0.9146, -0.2487, 0.1434, -0.8018, -0.3230, -0.7727, -0.6484, -0.7842, -0.2679, -0.7937, -0.8806, 0.3519, -0.4187, -0.6037, -0.1892, 0.0660, -0.6404, 0.2043, 0.4403, 0.5339, 0.4323, 0.4134, 0.4605, 0.0253, 0.5022, 0.3310, 0.4576, 0.4750, -0.1377, 0.4605, 0.3945, 0.4969, 0.4396, 0.2756, 0.5499, 0.3904, 0.2757, 0.4484, 0.4046, 0.6239, 0.3470, 0.3481, 0.4431, 0.5646, 0.7432, 0.4452, 0.4656, 0.4655, 0.4231, 0.0188, 0.4549, 0.5326, 0.5485, 0.5150, 0.4876]}

=====

{"formula": "C3H2IN", "method": "ωB97M-V/def2-TZVPD", "de_lowest_ev": 1.783, "gap_ev": 9.9, "smiles": "C#CI.C#N", "max_force_ha_per_bohr": 0.03149, "charge": 0, "e_tot_ha": -467.84443, "elements": ["I", "N", "C", "C", "C", "H", "H"], "xyz": [[4.10, 0.13, 0.26], [0.05, 1.62, -0.15], [0.06, 2.33, -1.04], [2.66, -0.87, -0.64], [1.74, -1.31, -1.31], [0.25, 2.83, -1.93], [1.11, -1.89, -1.96]], "nbo_charge": [0.3039, -0.2912, 0.0703, -0.3161, -0.2335, 0.2210, 0.2455]}

=====

{"formula": "C5H10NO3", "method": "ωB97M-V/def2-TZVPD", "de_lowest_ev": 0.462, "gap_ev": 8.2, "max_force_ha_per_bohr": 0.03833, "charge": -1, "e_tot_ha": -477.08497, "elements": ["O", "O", "O", "N", "C", "C", "C", "C", "C", "H", "H", "H", "H", "H", "H", "H", "H", "H", "H"], "xyz": [[1.03, 1.82, 0.19], [1.61, 3.27, -1.43], [-0.95, -2.14, 2.12], [0.41, -0.33, 1.94], [-0.03, -1.55, 1.56], [0.53, -2.09, 0.27], [-0.69, 3.01, -0.97], [-0.47, -2.45, -0.81], [0.80, 2.67, -0.71], [0.62, 0.38, 1.23], [0.18, 0.01, 2.86], [1.20, -2.90, 0.57], [-0.86, 3.21, -2.03], [-1.32, 2.11, -0.93], [1.13, -1.33, -0.24], [0.01, -2.91, -1.68], [-0.90, -1.50, -1.13], [-0.97, 3.80, -0.28], [-1.32, -3.08, -0.54]], "nbo_charge": [-0.8378, -0.7581, -0.6665, -0.8424, 0.6726, -0.4993, -0.7429, -0.5975, 0.7779, 0.4649, 0.3802, 0.2103, 0.1981, 0.1923, 0.2269, 0.1981, 0.2098, 0.2056, 0.2077]}

=====

{"formula": "C31H59N4O6S2", "method": "ωB97M-V/def2-TZVPD", "gap_ev": 6.4, "max_force_ha_per_bohr": 0.08874, "charge": 1, "e_tot_ha": -2682.93493, "elements": ["S", "S", "O", "O", "O", "O", "O", "O", "N", "N", "N", "N", "C", "C", "C", "C", "C", "C", "C", "C", "C", "C", "C", "C", "C", "C", "C", "C", "C", "C", "C", "C", "C", "C", "C", "C", "C", "C", "C", "C", "C", "C", "C", "H", "H", "H", "H", "H", "H", "H", "H", "H", "H", "H", "H", "H", "H", "H", "H", "H", "H", "H", "H", "H", "H", "H", "H", "H", "H", "H", "H", "H", "H", "H", "H", "H", "H", "H", "H", "H", "H", "H", "H", "H", "H", "H", "H", "H", "H", "H", "H", "H", "H", "H", "H", "H", "H", "H", "H", "H", "H", "H"], "xyz": [[9.93, -0.57, -3.05], [7.03, -0.66, -3.78], [-3.29, -4.18, 3.33], [-6.49, 1.22, 2.56], [-8.39, 3.64, 2.52], [-6.01, 3.54, 0.65], [-0.28, -4.50, 3.54], [-1.40, -2.22, 1.86], [1.57, -0.71, -1.50], [8.08, 1.13, -1.91], [1.72, -2.87, -0.88], [2.60, -1.11, 0.65], [8.44, 0.05, -2.82], [-0.91, -0.91, 2.10], [8.37, 0.74, -0.49], [-6.51, -0.09, 2.02], [7.20, 1.35, 0.40], [-7.34, 3.08, 0.40], [8.70, 2.78, -3.78], [0.09, 0.39, -3.23], [-4.06, -5.32, 2.99], [-2.41, 3.32, -1.04], [-1.57, 2.25, -1.84], [0.98, -0.69, -3.95], [1.35, -2.84, -2.34], [-8.44, 3.85, 1.12], [-5.26, 1.90, 2.37], [-8.59, 4.82, 3.28], [-1.22, -0.06, -2.74], [1.85, -1.39, -2.79], [-0.57, -4.49, 2.15], [8.73, 2.41, -2.26], [-1.15, -3.77, 4.40], [4.38, -0.53, -2.67], [-0.28, 2.73, -2.36], [-0.39, -3.14, 1.46], [0.56, 1.78, -3.07], [-2.06, 0.90, -2.03], [2.00, -1.56, -0.47], [3.39, -1.67, -3.13], [5.84, -1.14, -2.46], [-5.49, 3.35, 1.96], [-2.56, -4.32, 4.54], [-7.55, -0.40, 1.90], [1.82, -3.72, -2.83], [-6.09, 3.88, 2.70], [0.15, -5.18, 1.70], [8.14, 3.22, -1.73], [-4.65, 1.40, 1.61], [-3.52, -6.25, 3.19], [0.08, 3.77, -2.21], [9.78, 2.51, -1.85], [3.51, -1.87, -4.22], [-6.02, -0.78, 2.71], [-9.41, 3.50, 0.76], [9.20, 2.04, -4.45], [-8.35, 4.91, 0.87], [-9.65, 5.04, 3.37], [-3.50, 3.25, -1.23], [-6.02, -0.13, 1.04], [-4.27, -5.28, 1.92], [6.23, -0.74, -1.48], [4.40, 0.28, -3.45], [7.65, 3.03, -4.09], [-7.49, 3.22, -0.67], [9.27, 3.74, -3.89], [-3.04, 0.56, -1.64], [2.53, -3.50, -0.80], [-2.23, 3.05, 0.05], [-4.73, 1.88, 3.33], [9.39, 1.08, -0.16], [-1.55, -4.91, 1.94], [4.11, -0.04, -1.70], [5.81, -2.25, -2.33], [-0.79, -0.38, 1.15], [-2.51, -5.36, 4.85], [-8.07, 5.68, 2.84], [-7.42, 2.01, 0.58], [-1.15, -2.70, 4.14], [7.03, 0.74, 1.32], [-3.10, -3.76, 5.31], [-0.69, -3.82, 5.39], [0.23, -2.82, -2.42], [-1.64, -0.39, 2.71], [1.65, -0.19, -4.70], [0.33, -1.45, -4.45], [2.08, 0.15, -1.31], [7.45, 2.42, 0.62], [0.04, -0.93, 2.65], [3.59, -1.21, 0.86], [6.27, 1.35, -0.22], [3.69, -2.61, -2.58], [-8.17, 4.65, 4.28], [1.57, 2.01, -3.50], [8.35, -0.38, -0.36], [-1.97, 4.33, -1.18], [0.61, -2.75, 1.68], [-0.49, -3.27, 0.38], [-5.01, -5.31, 3.53], [-4.51, 3.84, 1.96], [-1.52, -1.12, -2.91], [2.01, -0.58, 1.31]], "mulliken_charge": [-0.0890, -0.1650, -0.2304, -0.2952, -0.2853, -0.4535, -0.4982, -0.2756, -0.1737, 0.2824, 0.0321, -0.2188, -0.2010, -0.7068, -0.6684, -0.7484, -1.0162, -0.2658, -1.0714, 0.7406, -0.8576, -1.1692, 0.9933, -1.2784, -1.3424, -0.5611, -0.3290, -0.8121, -0.5214, 1.6603, -0.6143, -0.4956, -0.2177, -0.3377, -0.9066, 0.1329, -0.6262, -0.5727, -0.1408, -1.4819, -0.3745, -0.3819, -0.5312, 0.2580, 0.3861, 0.0797, 0.4280, 0.2777, 0.1527, 0.3998, 0.3052, 0.3741, 0.4414, 0.2948, 0.3922, 0.3206, 0.3442, 0.3083, 0.3401, 0.3127, 0.2365, -0.0011, 0.4623, 0.2487, 0.4300, 0.3750, 0.4288, 0.3859, 0.2088, 0.4098, 0.4509, 0.1472, 0.0726, 0.4322, 0.1685, 0.3562, 0.3790, 0.0778, -0.0215, 0.3245, 0.3916, 0.4389, 0.3026, 0.3158, 0.3777, 0.3907, 0.4974, 0.3589, 0.3419, 0.2006, 0.2028, 0.3235, 0.2369, 0.3800, 0.3906, 0.3405, 0.1143, 0.1535, 0.2982, 0.4665, 0.3242, 0.2385]}